Model a:
Here is a structure of composition C7H3Cl3IrO7 from the OMol25 dataset. Energies are from wB97M-V/def2-TZVPD.

The geometry in ORCA input format:
```
! RIJCOSX wB97M-V def2-TZVPD def2/J DEFGRID3
* xyz 0 2
Ir 0.6061 0.8781 -1.5131
Cl -1.4288 -1.3073 4.7073
C -1.3228 -0.8272 3.0452
C -2.4530 -0.8748 2.2436
C -2.3924 -0.4994 0.9135
Cl -3.7966 -0.5613 -0.0794
C -1.1930 -0.0584 0.3364
O -1.0990 0.3068 -0.9320
C -0.1108 -0.0369 1.2086
C 2.3733 0.6279 0.6718
O 2.9675 1.0097 -0.2871
C -0.1068 -0.4013 2.5352
H -3.3940 -1.2091 2.6561
H 2.7423 0.4124 1.6768
H 0.7751 -0.3640 3.1570
O 1.0416 0.4105 0.5344
O 1.2291 0.8370 -5.5708
Cl 1.4117 0.4473 -4.2319
O 1.0824 -0.9107 -3.9662
O 2.6838 0.8014 -3.6834
O 0.3844 1.3192 -3.4220
*
```

The gap between HOMO and LUMO (alpha / beta) is 0.310 / 0.272 Ha. The LUMO energy (alpha / beta) is -0.730 / -1.767 eV. The calculation puts the HOMO energy (alpha / beta) at -9.16 / -9.17 eV.

Here are the natural (NBO) charges for atoms 1 to 6, given in e: Ir 1.0436; Cl 0.0280; C -0.0352; C -0.2350; C -0.0821; Cl 0.0616

Model b:
Here is a structure of composition C7H3Cl3IrO7 from the OMol25 dataset. Energies are from wB97M-V/def2-TZVPD.

The geometry in ORCA input format:
```
! RIJCOSX wB97M-V def2-TZVPD def2/J DEFGRID3
* xyz 0 2
Ir 0.0042 0.0839 0.0107
Cl -2.6279 -4.4860 4.8008
C -1.8786 -3.2049 3.9114
C -1.2485 -2.1599 4.5967
C -0.6523 -1.1426 3.9044
Cl 0.1186 0.1329 4.7670
C -0.6401 -1.1002 2.5049
O -0.0208 -0.0794 1.9387
C -1.2864 -2.1623 1.8175
C -1.4079 -2.3046 0.4207
O -0.9891 -1.5765 -0.5065
C -1.8984 -3.2063 2.5484
H -1.2253 -2.1466 5.6773
H -1.9493 -3.2016 0.1194
H -2.3881 -4.0154 2.0251
O -0.7660 1.4764 -0.5859
O 1.9625 -2.0411 0.2232
Cl 2.3067 -1.3857 -1.0165
O 3.6647 -1.4637 -1.3573
O 1.4530 -1.8194 -2.0656
O 2.0000 0.0783 -0.7433
*
```

The gap between HOMO and LUMO (alpha / beta) is 0.273 / 0.284 Ha. The LUMO energy (alpha / beta) is -1.895 / -1.886 eV. The calculation puts the HOMO energy (alpha / beta) at -9.32 / -9.63 eV.

Here are the natural (NBO) charges for atoms 1 to 6, given in e: Ir 1.6495; Cl 0.0341; C -0.0775; C -0.1557; C -0.1237; Cl 0.0619

Last place for stability: model b